ORCA calculation (ωB97M-V/def2-TZVPD) on a single C6H4O2S molecule at a distorted geometry.

CARTESIAN COORDINATES (ANGSTROEM)
C1 -1.258 0.301 -1.139
C2 -1.321 0.568 0.217
C3 -0.108 -0.194 -1.689
C4 -0.254 0.333 1.022
C5 1.143 -0.383 -0.883
C6 0.959 -0.195 0.559
O1 2.180 -0.786 -1.380
O2 1.487 -0.245 3.065
S1 2.105 -0.627 1.789
H1 -2.174 0.388 -1.600
H2 -2.159 0.831 0.706
H3 -0.233 -0.459 -2.681
H4 -0.367 0.466 2.015

Frontier orbital gap (spin up / spin down): 7.2808 / 6.6522 eV
Charge: 0
Energy above the lowest of the compared OMol25 structures with the same formula, charge and spin: 0.0 kJ/mol
E_LUMO (spin up / spin down): -1.7 / -2.2 eV

Okay, here come the Mulliken numbers, in e, for every atom:
1 C -0.46
2 C -0.43
3 C -0.39
4 C -0.68
5 C 0.33
6 C 0.41
7 O -0.56
8 O -0.46
9 S 0.37
10 H 0.42
11 H 0.45
12 H 0.43
13 H 0.55



ORCA calculation (ωB97M-V/def2-TZVPD) on 2 unconnected molecules or ions with the total composition C6H4OS at a distorted geometry.

CARTESIAN COORDINATES (ANGSTROEM)
C1 -1.000 0.243 1.038
C2 0.184 0.819 0.583
C3 -1.712 -0.740 0.248
C4 0.146 -0.694 -1.348
C5 0.825 0.388 -0.577
C6 -0.948 -1.094 -0.808
O1 1.883 0.818 -1.082
S1 3.733 0.236 0.917
H1 -1.551 0.559 1.976
H2 0.624 1.774 0.998
H3 -2.796 -1.158 0.328
H4 0.611 -1.150 -2.273

Frontier orbital gap (spin up / spin down): 6.2093 / 6.1226 eV
Charge: 0
Energy above the lowest of the compared OMol25 structures with the same formula, charge and spin: 407.4 kJ/mol
E_LUMO (spin up / spin down): -2.4 / -2.4 eV

Okay, here come the Mulliken numbers, in e, for every atom:
1 C -0.05
2 C -0.16
3 C -0.54
4 C -0.67
5 C 0.27
6 C 0.47
7 O -0.62
8 S -0.04
9 H 0.33
10 H 0.36
11 H 0.30
12 H 0.35



ORCA calculation (ωB97M-V/def2-TZVPD) on 27 unconnected molecules or ions with the total composition C6H55F6O29 at a distorted geometry.

CARTESIAN COORDINATES (ANGSTROEM)
C1 -0.095 2.776 -0.413
C2 0.725 1.359 -0.141
O1 2.065 1.448 -0.100
C3 -0.133 -0.046 0.035
F1 0.617 -1.107 -0.701
F2 -1.464 0.199 -0.637
C4 -0.482 -0.431 1.591
F3 -1.600 -1.445 1.528
F4 -1.058 0.766 2.245
C5 0.735 -1.158 2.415
F5 0.568 -2.640 2.172
F6 2.100 -0.814 1.952
C6 0.662 -0.958 4.048
O2 1.833 -1.144 4.718
O3 -0.542 -0.641 4.832
H1 0.230 3.598 0.369
H2 0.164 3.116 -1.517
H3 -0.520 0.335 5.069
O4 1.766 4.898 0.443
H4 2.708 5.092 0.325
H5 1.545 5.319 1.287
O5 -3.874 -2.522 -0.159
H6 -2.932 -2.327 -0.278
H7 -4.096 -2.100 0.685
O6 -3.049 1.721 -2.410
H8 -3.385 1.061 -3.035
H9 -2.437 1.222 -1.849
O7 0.931 4.515 3.218
H10 1.747 4.005 3.104
H11 0.516 4.121 4.000
O8 3.421 2.743 3.704
H12 3.984 2.413 4.419
H13 2.962 1.952 3.382
O9 -2.741 -5.248 -0.575
H14 -3.288 -4.448 -0.591
H15 -2.171 -5.157 -1.354
O10 -4.058 -7.990 0.912
H16 -3.646 -7.133 0.727
H17 -4.966 -7.765 1.163
O11 1.418 -5.449 3.393
H18 1.157 -4.724 2.806
H19 2.357 -5.584 3.196
O12 3.345 3.108 6.646
H20 3.757 3.966 6.461
H21 2.437 3.334 6.897
O13 -4.462 -0.696 2.485
H22 -3.520 -0.501 2.367
H23 -4.684 -0.275 3.329
O14 -3.668 -0.818 -2.548
H24 -2.852 -1.328 -2.662
H25 -4.082 -1.211 -1.765
O15 4.601 0.489 3.234
H26 3.982 -0.202 3.513
H27 4.594 0.432 2.266
O16 5.297 2.604 0.035
H28 5.730 1.737 0.026
H29 4.362 2.402 -0.118
O17 7.947 2.129 -0.999
H30 7.392 2.753 -0.506
H31 7.666 2.243 -1.919
O18 2.468 6.423 -2.477
H32 3.284 5.913 -2.591
H33 2.054 6.030 -1.695
O19 6.180 -0.210 -1.853
H34 7.147 -0.163 -1.870
H35 5.963 -0.819 -2.575
O20 -4.838 -4.240 2.615
H36 -4.626 -4.271 1.670
H37 -4.886 -3.293 2.813
O21 -6.016 -2.634 5.088
H38 -5.584 -3.501 5.078
H39 -6.951 -2.837 4.935
O22 -2.240 -3.790 -3.195
H40 -1.272 -3.743 -3.212
H41 -2.457 -4.400 -3.917
O23 4.442 -2.907 5.125
H42 4.303 -3.838 4.894
H43 3.575 -2.499 4.986
O24 6.483 2.919 -4.002
H44 5.936 3.719 -4.017
H45 7.053 3.010 -4.780
O25 -2.860 0.536 -5.218
H46 -3.479 -0.155 -4.939
H47 -2.866 0.479 -6.186
O26 -5.479 1.914 -4.206
H48 -4.537 2.109 -4.325
H49 -5.700 2.335 -3.362
O27 -4.300 1.545 -7.506
H50 -4.854 2.169 -7.013
H51 -4.581 1.659 -8.426
O28 -2.638 -6.131 -5.316
H52 -2.206 -6.998 -5.326
H53 -3.573 -6.333 -5.469
O29 0.477 7.044 -4.948
H54 1.040 6.714 -4.232
H55 0.018 6.253 -5.269

Frontier orbital gap: 2.8537 eV
Charge: -1
E_LUMO: 0.1 eV

Okay, here come the Mulliken numbers, in e, for every atom:
1 C -0.76
2 C -0.08
3 O -0.55
4 C 0.81
5 F -0.33
6 F -0.24
7 C 0.69
8 F -0.25
9 F -0.31
10 C 0.85
11 F -0.26
12 F -0.20
13 C -0.09
14 O -0.49
15 O -0.39
16 H 0.16
17 H 0.13
18 H 0.36
19 O -0.62
20 H 0.29
21 H 0.29
22 O -0.73
23 H 0.37
24 H 0.26
25 O -0.64
26 H 0.26
27 H 0.38
28 O -0.63
29 H 0.38
30 H 0.25
31 O -0.60
32 H 0.31
33 H 0.29
34 O -0.60
35 H 0.35
36 H 0.31
37 O -0.65
38 H 0.33
39 H 0.30
40 O -0.64
41 H 0.34
42 H 0.31
43 O -0.62
44 H 0.32
45 H 0.29
46 O -0.67
47 H 0.29
48 H 0.28
49 O -0.48
50 H 0.26
51 H 0.24
52 O -0.62
53 H 0.30
54 H 0.30
55 O -0.66
56 H 0.36
57 H 0.31
58 O -0.66
59 H 0.31
60 H 0.35
61 O -0.67
62 H 0.30
63 H 0.38
64 O -0.57
65 H 0.30
66 H 0.29
67 O -0.65
68 H 0.31
69 H 0.36
70 O -0.65
71 H 0.32
72 H 0.31
73 O -0.62
74 H 0.32
75 H 0.29
76 O -0.63
77 H 0.30
78 H 0.37
79 O -0.61
80 H 0.30
81 H 0.31
82 O -0.59
83 H 0.33
84 H 0.27
85 O -0.65
86 H 0.38
87 H 0.31
88 O -0.59
89 H 0.31
90 H 0.28
91 O -0.63
92 H 0.31
93 H 0.32
94 O -0.66
95 H 0.35
96 H 0.32



ORCA calculation (ωB97M-V/def2-TZVPD) on a molecular structure, C6H5AuNO6 at a distorted geometry.

CARTESIAN COORDINATES (ANGSTROEM)
Au1 0.699 0.386 -0.516
O1 -1.226 2.815 0.284
C1 -0.628 1.823 0.325
C2 2.055 -0.915 -0.013
O2 2.753 -1.685 0.481
C3 -1.632 -1.205 0.424
O3 -2.531 -1.602 0.994
C4 0.223 0.201 -2.410
O4 -0.063 0.018 -3.506
N1 1.396 -0.017 4.499
C5 0.137 0.680 4.121
C6 0.090 0.650 2.605
O5 -1.000 1.006 2.040
O6 1.130 0.245 2.015
H1 1.186 -1.010 4.667
H2 1.798 0.357 5.365
H3 2.070 0.054 3.705
H4 -0.733 0.178 4.542
H5 0.186 1.708 4.490

<S²>: 2.02
Frontier orbital gap (spin up / spin down): 10.2517 / 6.2199 eV
Charge: +3
2S+1: 3
E_LUMO (spin up / spin down): -13.0 / -17.7 eV

Okay, here come the Mulliken numbers, in e, for every atom:
1 Au 0.94
2 O -0.03
3 C 0.21
4 C 0.45
5 O -0.09
6 C 0.13
7 O -0.06
8 C 0.31
9 O -0.02
10 N -0.25
11 C -0.63
12 C 0.97
13 O -0.18
14 O -0.61
15 H 0.38
16 H 0.39
17 H 0.32
18 H 0.40
19 H 0.38



ORCA calculation (ωB97M-V/def2-TZVPD) on 2 unconnected molecules or ions with the total composition C6H5BrCl2O at a distorted geometry.

CARTESIAN COORDINATES (ANGSTROEM)
C1 0.238 -2.229 0.440
C2 -0.947 -1.414 0.764
C3 0.644 -2.275 -0.755
C4 -0.054 1.434 -1.797
C5 -0.947 1.581 -0.797
C6 -1.909 -1.137 -0.132
O1 1.129 -2.322 -1.788
Cl1 -2.488 2.368 -0.937
Cl2 -1.800 -1.720 -1.735
Br1 -3.527 -0.359 0.484
H1 1.036 -2.291 1.195
H2 -1.112 -1.090 1.818
H3 1.013 1.123 -1.680
H4 -0.375 2.002 -2.697
H5 -0.793 1.254 0.262

<S²>: 2.03
Frontier orbital gap (spin up / spin down): 5.4424 / 7.2065 eV
Charge: 0
2S+1: 3
E_LUMO (spin up / spin down): 0.2 / -2.5 eV

Okay, here come the Mulliken numbers, in e, for every atom:
1 C -0.77
2 C -0.05
3 C 0.51
4 C -0.57
5 C -0.08
6 C 0.21
7 O -0.41
8 Cl -0.15
9 Cl -0.12
10 Br -0.03
11 H 0.27
12 H 0.36
13 H 0.25
14 H 0.22
15 H 0.36



ORCA calculation (ωB97M-V/def2-TZVPD) on a gas-phase ion, C6H5BrF3N2 (charge +1) at a distorted geometry.

CARTESIAN COORDINATES (ANGSTROEM)
C1 1.500 0.501 -0.346
C2 1.104 0.515 -1.725
C3 0.643 0.135 0.687
C4 -0.706 -0.273 -0.011
C5 -1.152 -0.291 -1.576
C6 0.758 0.202 2.198
N1 -0.087 0.150 -2.254
N2 -1.622 -0.719 0.828
F1 -0.379 0.736 2.702
F2 0.814 -1.017 2.737
F3 1.731 0.911 2.649
Br1 -2.869 -0.705 -2.036
H1 2.667 0.572 -0.199
H2 1.853 0.684 -2.493
H3 -0.234 0.149 -3.208
H4 -2.464 -0.944 0.218
H5 -1.556 -0.605 1.827

<S²>: 2.03
Frontier orbital gap (spin up / spin down): 6.8924 / 8.1002 eV
Charge: +1
2S+1: 3
E_LUMO (spin up / spin down): -4.0 / -6.7 eV

Okay, here come the Mulliken numbers, in e, for every atom:
1 C -0.45
2 C -0.32
3 C 0.15
4 C 0.77
5 C -0.16
6 C 0.77
7 N -0.10
8 N -0.13
9 F -0.29
10 F -0.22
11 F -0.22
12 Br -0.06
13 H 0.29
14 H 0.41
15 H 0.17
16 H 0.14
17 H 0.27



ORCA calculation (ωB97M-V/def2-TZVPD) on a single C6H5BrS molecule at a distorted geometry.

CARTESIAN COORDINATES (ANGSTROEM)
Br1 -2.097 -2.113 -1.786
S1 -0.909 1.571 2.181
C1 1.404 -0.147 -0.637
C2 0.456 -1.001 -1.235
C3 0.952 0.639 0.447
C4 -1.287 -0.219 0.224
C5 -0.867 -1.027 -0.818
C6 -0.380 0.582 0.879
H1 0.246 2.258 2.312
H2 2.453 -0.010 -0.997
H3 0.736 -1.595 -2.074
H4 1.671 1.261 1.007
H5 -2.379 -0.198 0.498

Frontier orbital gap: 9.3262 eV
Charge: 0
Energy above the lowest of the compared OMol25 structures with the same formula, charge and spin: 0.0 kJ/mol
E_LUMO: 0.8 eV
SMILES string: Sc1cccc(Br)c1

Okay, here come the Mulliken numbers, in e, for every atom:
1 Br -0.17
2 S -0.27
3 C -0.64
4 C -0.30
5 C -0.41
6 C -0.24
7 C -0.04
8 C 0.71
9 H 0.13
10 H 0.31
11 H 0.41
12 H 0.20
13 H 0.29



ORCA calculation (ωB97M-V/def2-TZVPD) on a gas-phase ion, C6H5Cl2N2 (charge +1) at a distorted geometry.

CARTESIAN COORDINATES (ANGSTROEM)
C1 -0.074 -1.245 -0.260
C2 1.324 -1.275 -0.162
C3 -0.842 -0.052 -0.095
C4 1.866 1.007 0.118
C5 0.762 1.306 1.008
C6 -2.299 0.021 -0.474
N1 -0.367 0.894 0.685
N2 2.151 -0.204 -0.151
Cl1 2.167 -2.757 -0.088
Cl2 2.959 2.275 -0.417
H1 -0.610 -2.173 -0.515
H2 1.100 1.816 2.032
H3 -2.507 0.893 -0.952
H4 -2.962 0.131 0.476
H5 -2.670 -0.638 -1.205

Frontier orbital gap (spin up / spin down): 8.5816 / 8.5809 eV
Charge: +1
Energy above the lowest of the compared OMol25 structures with the same formula, charge and spin: 0.0 kJ/mol
E_LUMO (spin up / spin down): -6.0 / -6.0 eV

Okay, here come the Mulliken numbers, in e, for every atom:
1 C -0.36
2 C 0.47
3 C 0.57
4 C 0.38
5 C -0.06
6 C -1.35
7 N -0.17
8 N -0.30
9 Cl -0.07
10 Cl -0.05
11 H 0.38
12 H 0.36
13 H 0.45
14 H 0.32
15 H 0.43



ORCA calculation (ωB97M-V/def2-TZVPD) on 2 unconnected molecules or ions with the total composition C6H5ClF2O2S at a distorted geometry.

CARTESIAN COORDINATES (ANGSTROEM)
C1 -0.373 1.274 0.191
C2 -0.293 0.457 1.408
C3 -0.646 0.845 -1.048
C4 -1.267 -0.659 1.313
C5 -1.114 -0.542 -1.171
C6 -1.645 -1.131 0.081
O1 3.471 1.339 -0.639
O2 4.308 -0.836 0.080
F1 -0.059 -1.265 -1.673
F2 -2.627 -2.102 -0.018
S1 3.498 -0.104 -0.836
Cl1 1.339 -0.271 1.575
H1 0.075 2.295 0.134
H2 -0.383 1.004 2.288
H3 -0.462 1.513 -1.938
H4 -1.903 -1.070 2.161
H5 -1.919 -0.748 -1.908

Frontier orbital gap: 9.1142 eV
Charge: 0
Energy above the lowest of the compared OMol25 structures with the same formula, charge and spin: 0.0 kJ/mol
E_LUMO: -0.9 eV

Okay, here come the Mulliken numbers, in e, for every atom:
1 C -0.56
2 C 0.11
3 C -0.43
4 C -0.63
5 C 0.37
6 C 0.23
7 O -0.37
8 O -0.38
9 F -0.27
10 F -0.30
11 S 0.73
12 Cl -0.20
13 H 0.28
14 H 0.50
15 H 0.32
16 H 0.33
17 H 0.28



ORCA calculation (ωB97M-V/def2-TZVPD) on a single C6H5ClFNO2 molecule at a distorted geometry.

CARTESIAN COORDINATES (ANGSTROEM)
C1 0.105 -0.566 -0.930
C2 -0.472 0.034 -2.137
C3 0.133 -0.239 0.362
C4 -1.051 1.168 -2.382
C5 -0.360 0.923 1.185
C6 -1.199 1.933 0.512
N1 -0.694 2.978 -0.145
O1 0.539 3.140 -0.184
O2 -1.494 3.736 -0.768
F1 -2.539 1.797 0.518
Cl1 -1.721 2.535 -2.772
H1 0.606 -1.492 -1.183
H2 -0.368 -0.623 -3.000
H3 0.658 -0.941 0.999
H4 -0.899 0.521 2.047
H5 0.535 1.447 1.545

Frontier orbital gap (spin up / spin down): 7.8392 / 6.0967 eV
Charge: 0
Energy above the lowest of the compared OMol25 structures with the same formula, charge and spin: 358.4 kJ/mol
E_LUMO (spin up / spin down): -0.7 / -1.7 eV

Okay, here come the Mulliken numbers, in e, for every atom:
1 C -0.19
2 C -0.11
3 C -0.25
4 C 0.05
5 C -0.40
6 C 0.12
7 N 0.84
8 O -0.70
9 O -0.65
10 F -0.28
11 Cl -0.03
12 H 0.29
13 H 0.31
14 H 0.31
15 H 0.36
16 H 0.31



ORCA calculation (ωB97M-V/def2-TZVPD) on a gas-phase ion, C6H5ClNO5P (charge -2) at a distorted geometry.

CARTESIAN COORDINATES (ANGSTROEM)
C1 2.287 0.387 -0.196
C2 1.473 1.475 0.329
C3 1.669 -0.718 -0.733
C4 0.154 1.354 0.589
C5 0.189 -0.766 -0.874
C6 -0.559 -0.212 0.260
N1 -0.400 -0.891 1.412
O1 -0.517 -0.378 2.559
O2 -3.353 0.270 0.726
O3 -2.073 1.152 -1.308
O4 -0.292 -2.121 1.273
O5 -2.572 -1.442 -1.107
P1 -2.458 -0.095 -0.481
Cl1 -0.839 2.523 1.297
H1 3.370 0.459 -0.070
H2 1.809 2.465 0.491
H3 2.385 -1.517 -1.124
H4 -0.080 -0.215 -1.765
H5 -0.193 -1.732 -1.278

Frontier orbital gap: 6.1654 eV
Charge: -2
Energy above the lowest of the compared OMol25 structures with the same formula, charge and spin: 0.0 kJ/mol
E_LUMO: 5.7 eV
SMILES string: O=[N+]([O-])[C@]1(P(=O)([O-])[O-])CC=CC=C1Cl

Okay, here come the Mulliken numbers, in e, for every atom:
1 C -0.27
2 C -0.58
3 C -0.51
4 C 0.17
5 C -0.99
6 C 0.25
7 N 1.23
8 O -0.74
9 O -0.78
10 O -0.77
11 O -0.72
12 O -0.75
13 P 0.77
14 Cl -0.19
15 H 0.33
16 H 0.41
17 H 0.18
18 H 0.53
19 H 0.44



ORCA calculation (ωB97M-V/def2-TZVPD) on a molecular structure, C6H5F10NO2PdS at a distorted geometry.

CARTESIAN COORDINATES (ANGSTROEM)
O1 1.111 -2.305 1.646
S1 1.677 -2.344 0.363
O2 2.510 -3.470 0.206
F1 0.472 -2.551 -0.791
N1 2.540 -0.942 0.020
C1 1.727 0.209 -0.414
C2 1.071 1.006 0.776
C3 -0.087 1.907 0.265
F2 -0.067 2.053 -1.064
F3 0.164 3.119 0.759
C4 -1.493 1.503 0.815
F4 -1.347 1.356 2.140
F5 -2.331 2.487 0.656
C5 -2.038 0.140 0.287
F6 -3.181 -0.055 0.914
F7 -1.234 -0.869 0.676
C6 -2.359 0.061 -1.232
F8 -1.272 -0.266 -1.956
F9 -3.205 -0.938 -1.400
F10 -2.938 1.114 -1.681
H1 3.011 -0.687 0.905
H2 0.978 -0.129 -1.139
H3 2.390 0.921 -0.937
H4 1.850 1.664 1.184
H5 0.781 0.344 1.600
Pd1 1.270 -3.329 -2.595

Frontier orbital gap: 2.9596 eV
Charge: +2
E_LUMO: -15.5 eV

Okay, here come the Mulliken numbers, in e, for every atom:
1 O -0.35
2 S 1.18
3 O -0.47
4 F -0.28
5 N -0.21
6 C -0.50
7 C -0.93
8 C 0.78
9 F -0.26
10 F -0.29
11 C 0.46
12 F -0.26
13 F -0.23
14 C 0.58
15 F -0.25
16 F -0.22
17 C 0.63
18 F -0.24
19 F -0.25
20 F -0.21
21 H 0.45
22 H 0.30
23 H 0.37
24 H 0.51
25 H 0.53
26 Pd 1.15



Repeat the fourth record exactly.
ORCA calculation (ωB97M-V/def2-TZVPD) on a molecular structure, C6H5AuNO6 at a distorted geometry.

CARTESIAN COORDINATES (ANGSTROEM)
Au1 0.699 0.386 -0.516
O1 -1.226 2.815 0.284
C1 -0.628 1.823 0.325
C2 2.055 -0.915 -0.013
O2 2.753 -1.685 0.481
C3 -1.632 -1.205 0.424
O3 -2.531 -1.602 0.994
C4 0.223 0.201 -2.410
O4 -0.063 0.018 -3.506
N1 1.396 -0.017 4.499
C5 0.137 0.680 4.121
C6 0.090 0.650 2.605
O5 -1.000 1.006 2.040
O6 1.130 0.245 2.015
H1 1.186 -1.010 4.667
H2 1.798 0.357 5.365
H3 2.070 0.054 3.705
H4 -0.733 0.178 4.542
H5 0.186 1.708 4.490

<S²>: 2.02
Frontier orbital gap (spin up / spin down): 10.2517 / 6.2199 eV
Charge: +3
2S+1: 3
E_LUMO (spin up / spin down): -13.0 / -17.7 eV

Okay, here come the Mulliken numbers, in e, for every atom:
1 Au 0.94
2 O -0.03
3 C 0.21
4 C 0.45
5 O -0.09
6 C 0.13
7 O -0.06
8 C 0.31
9 O -0.02
10 N -0.25
11 C -0.63
12 C 0.97
13 O -0.18
14 O -0.61
15 H 0.38
16 H 0.39
17 H 0.32
18 H 0.40
19 H 0.38